C10H40N6O9 | ωB97M-V/def2-TZVPD

Output
Structure (SMILES): COC[C@H](C)N.COC[C@H](C)N.NC(N)=O.NC(N)=O.O.O.O.O.O
LUMO level, eV: 0.00
Electronic energy, eV: -38387.511

Each line ends with the Mulliken charge.
Element x y z (Å)
1 O 3.850 -14.020 22.010  -0.605
2 O 2.378 -11.919 23.189  0.019
3 O -0.390 -14.238 20.739  -0.663
4 O 2.054 -11.460 26.089  -0.619
5 O 3.353 -11.570 20.332  -0.659
6 O -0.012 -13.483 24.481  -0.707
7 O 6.671 -12.262 24.595  -0.430
8 O -1.200 -8.917 23.604  -0.498
9 O 5.308 -7.730 23.214  -0.681
10 N 4.723 -12.847 27.188  -0.706
11 N 3.415 -9.052 23.226  0.079
12 N -1.561 -12.860 22.122  -0.228
13 N 0.495 -5.675 23.147  -0.609
14 N 4.868 -9.157 21.506  -0.291
15 N -2.396 -13.474 20.046  -0.404
16 C -1.392 -13.561 20.977  0.623
17 C 5.656 -13.246 24.878  0.047
18 C 6.328 -10.920 24.895  -0.478
19 C -0.279 -9.980 23.692  -0.255
20 C -0.715 -7.779 22.962  -0.767
21 C 5.383 -15.136 26.614  -1.561
22 C 4.621 -8.638 22.746  0.580
23 C 0.168 -6.903 23.858  1.570
24 C -0.456 -6.611 25.235  -1.449
25 C 5.606 -13.641 26.342  0.356
26 H -0.246 -8.035 22.003  0.378
27 H 4.707 -14.101 22.447  0.332
28 H -0.365 -5.261 22.815  0.273
29 H -0.745 -10.911 24.005  0.030
30 H 0.498 -9.816 24.449  0.239
31 H 1.073 -5.029 23.657  0.270
32 H 3.617 -11.796 19.430  0.240
33 H 3.983 -13.343 21.330  0.264
34 H -2.424 -12.369 22.254  0.167
35 H 0.419 -14.228 24.916  0.282
36 H 2.543 -11.053 20.231  0.286
37 H 0.465 -12.702 24.804  0.207
38 H 1.071 -7.494 24.046  -0.931
39 H 5.311 -15.284 27.687  0.392
40 H -1.010 -13.218 22.903  0.203
41 H 7.134 -10.296 24.513  0.302
42 H 2.338 -10.869 25.375  0.252
43 H 4.699 -13.104 24.367  -0.141
44 H -1.312 -7.244 25.472  0.310
45 H -2.217 -13.977 19.198  0.238
46 H 0.320 -6.639 26.003  0.350
47 H 1.859 -12.662 23.517  0.136
48 H 4.426 -15.426 26.167  0.277
49 H 6.174 -14.069 24.359  0.337
50 H 3.824 -12.803 26.714  0.310
51 H 6.659 -13.541 26.636  0.331
52 H 5.101 -11.906 27.202  0.326
53 H 3.028 -9.923 22.901  -0.046
54 H 1.957 -10.889 26.861  0.306
55 H 6.280 -10.739 25.974  0.203
56 H -3.269 -13.036 20.259  0.162
57 H 2.913 -12.294 22.468  0.007
58 H 6.238 -15.683 26.218  0.411
59 H 0.207 -10.087 22.719  0.310
60 H 4.247 -9.908 21.239  0.139
61 H 5.395 -10.556 24.457  0.154
62 H 2.810 -8.405 23.693  0.046
63 H 5.640 -8.926 20.915  0.206
64 H -1.569 -7.167 22.643  0.407
65 H -0.790 -5.573 25.280  0.370

=====

C20H21MoN5O6PS5 | ωB97M-V/def2-TZVPD

Output
2S+1: 3
LUMO level (spin up / spin down), eV: -4.73 / -4.11
Net charge: +1
Electronic energy, eV: -106130.478

Each line ends with the Mulliken spin population.
Element x y z (Å)
1 Mo -0.307 0.673 1.251  2.569
2 S 3.523 -3.306 5.960  -0.047
3 S -0.794 -0.537 3.238  -0.266
4 S 1.970 0.701 2.048  -0.188
5 S 0.928 -2.250 5.000  0.011
6 S 3.388 -1.152 3.932  0.003
7 P 0.401 -1.493 0.138  -0.115
8 O -2.486 3.326 -5.919  0.000
9 O 1.088 3.619 1.139  0.008
10 O -2.800 2.132 2.967  0.008
11 O -4.273 3.039 -4.751  0.001
12 O -2.251 0.457 0.491  -0.026
13 O 0.130 1.299 -0.682  0.003
14 N 0.198 -3.353 -1.875  -0.001
15 N 2.454 -2.594 -1.358  -0.002
16 N -0.808 2.560 1.900  -0.033
17 N 1.283 -4.089 0.173  -0.002
18 N -3.072 3.033 -4.900  0.000
19 C 2.039 -1.316 -0.682  -0.024
20 C 1.915 -0.495 3.274  -0.052
21 C -2.763 0.959 -0.525  0.018
22 C 2.665 -2.319 5.013  0.006
23 C 0.734 -3.052 1.060  0.011
24 C -0.438 4.807 2.613  0.000
25 C -0.514 -2.201 -1.300  0.016
26 C 0.753 -1.015 3.776  0.007
27 C 1.450 -3.005 -2.450  0.001
28 C -0.072 2.259 -2.800  -0.003
29 C 0.070 3.644 1.786  0.016
30 C -2.248 2.575 -3.764  0.002
31 C -2.858 2.044 -2.675  0.004
32 C 0.363 -4.442 -0.909  0.000
33 C -0.854 2.687 -3.839  0.006
34 C -1.904 2.892 2.702  0.021
35 C 2.562 -3.755 -0.346  -0.001
36 C -0.652 1.700 -1.638  0.005
37 C -1.774 4.329 3.173  0.000
38 C -2.071 1.590 -1.597  0.032
39 H 3.369 -2.454 -1.789  0.000
40 H -3.939 1.972 -2.646  0.001
41 H 1.003 2.373 -2.823  0.000
42 H 1.431 -2.841 1.873  -0.002
43 H 0.299 5.013 3.389  0.000
44 H 1.899 -3.856 -2.959  0.000
45 H -0.414 3.122 -4.726  0.000
46 H 1.986 -0.520 -1.424  -0.006
47 H -0.646 -1.426 -2.058  0.001
48 H 0.751 -5.318 -1.429  0.000
49 H -2.631 4.895 2.811  0.000
50 H 2.790 -1.047 0.059  0.018
51 H 1.368 -2.159 -3.130  0.000
52 H -3.853 0.888 -0.605  -0.001
53 H -0.189 -3.407 1.519  0.001
54 H 3.247 -3.425 0.433  0.000
55 H -1.507 -2.515 -0.981  -0.001
56 H -1.821 4.338 4.261  0.000
57 H -0.607 -4.691 -0.484  0.000
58 H 2.991 -4.587 -0.902  0.000
59 H -0.499 5.694 1.985  0.000

=====

C46H76GeN6O2P3SiTi | ωB97M-V/def2-TZVPD

Output
LUMO level, eV: -2.73
Net charge: +1
Electronic energy, eV: -177341.797

Each line ends with the Mulliken charge.
Element x y z (Å)
1 Ge 0.439 0.520 1.367  0.933
2 Ti -0.226 -0.983 -0.641  -0.678
3 P -2.632 -0.829 0.928  2.216
4 P 2.487 -1.039 -0.661  0.453
5 P -0.630 1.684 -1.778  2.040
6 Si -0.676 -2.265 -4.091  0.261
7 O 0.048 -2.256 0.556  0.203
8 O -2.351 -0.738 -2.624  -0.347
9 N -0.024 -2.853 -0.675  -0.031
10 N 0.833 2.222 0.509  0.440
11 N -1.152 0.990 2.483  0.809
12 N 1.294 1.771 3.073  1.521
13 N -1.403 -1.837 -2.468  0.693
14 N 2.243 -0.259 1.903  0.800
15 C 3.468 0.554 -0.898  2.411
16 C 3.245 -1.189 3.967  -0.701
17 C -0.211 2.772 -0.310  -1.802
18 C 2.736 -1.366 1.134  -2.558
19 C -1.461 -4.852 -0.215  -1.630
20 C 4.046 0.626 -2.312  -1.594
21 C 3.589 4.637 1.064  -1.105
22 C -1.748 -1.516 -5.475  -1.223
23 C 1.810 3.012 1.080  0.615
24 C -1.997 -2.998 -1.866  0.884
25 C -4.462 -0.442 0.525  0.771
26 C 1.126 -1.654 -3.933  -0.768
27 C -3.885 -2.656 2.839  -1.661
28 C -2.475 0.574 2.133  -4.050
29 C -0.599 -4.152 -4.339  -1.441
30 C 2.519 4.023 0.438  -0.324
31 C -1.960 3.682 4.888  -0.962
32 C -1.465 -2.167 3.125  -1.599
33 C -1.066 2.010 3.395  0.539
34 C 0.715 2.131 -3.030  1.933
35 C 1.987 0.863 3.933  -0.389
36 C 3.271 3.262 2.998  -0.133
37 C 4.976 -2.527 -0.866  -1.578
38 C 2.885 0.054 5.994  -1.111
39 C -2.065 2.672 -2.550  0.645
40 C -5.433 -0.103 1.661  -1.750
41 C -2.152 2.623 4.022  -0.796
42 C 2.520 -0.240 3.246  0.280
43 C 3.991 4.239 2.326  -1.266
44 C -3.423 2.020 -2.301  -1.469
45 C 2.843 -3.744 -1.284  -1.258
46 C 4.537 0.868 0.146  -1.484
47 C -0.693 4.178 5.127  -1.199
48 C -2.152 4.141 -2.136  -1.948
49 C 0.398 3.577 4.522  -0.417
50 C 3.430 -1.028 5.329  -0.919
51 C 0.218 2.487 3.695  -0.037
52 C 1.055 3.603 -3.250  -1.892
53 C 2.176 2.679 2.392  -0.283
54 C -3.238 -3.615 -2.445  -2.266
55 C -5.100 -1.510 -0.365  -0.979
56 C -2.593 -2.313 2.100  1.680
57 C 2.157 1.007 5.293  -0.204
58 C 3.556 -2.400 -1.415  0.682
59 C 0.384 1.508 -4.391  -1.357
60 C -1.220 -3.544 -0.912  -0.061
61 H 4.845 4.697 2.795  0.456
62 H -0.950 -4.857 0.745  0.377
63 H -0.555 5.025 5.781  0.454
64 H -3.012 -0.854 -1.920  -0.402
65 H 4.334 1.650 -2.545  0.447
66 H 2.869 -4.083 -0.249  0.363
67 H -1.688 -1.400 3.864  0.296
68 H -6.289 0.417 1.231  0.522
69 H 4.977 -2.849 0.172  0.305
70 H 4.964 1.844 -0.085  0.536
71 H 1.248 -0.946 -3.103  -0.577
72 H 1.929 3.659 -3.897  0.494
73 H 3.665 -2.056 3.482  0.533
74 H -1.212 4.671 -2.245  0.397
75 H 1.799 -3.669 -1.586  -0.034
76 H -4.358 0.474 -0.075  -0.246
77 H 3.812 -1.483 1.314  1.376
78 H -2.881 4.637 -2.775  0.482
79 H -2.493 4.239 -1.108  0.352
80 H -0.517 -1.926 2.645  0.214
81 H -0.323 -4.676 -3.431  0.403
82 H 2.223 -2.313 1.374  0.545
83 H -5.014 0.553 2.417  0.217
84 H -3.160 2.284 3.844  0.504
85 H -4.700 -2.897 2.164  0.370
86 H 5.345 0.142 0.160  0.196
87 H 3.021 0.162 7.058  0.456
88 H 1.775 -2.504 -3.742  0.663
89 H 0.052 3.775 -0.645  1.449
90 H -2.522 -5.047 -0.069  0.420
91 H 4.935 0.008 -2.398  0.334
92 H 4.101 0.934 1.139  -0.003
93 H 1.299 1.249 -4.919  0.418
94 H -1.866 2.628 -3.625  0.536
95 H 3.342 -4.491 -1.898  0.492
96 H 1.390 3.971 4.685  0.583
97 H -2.813 4.132 5.373  0.418
98 H 1.484 -1.183 -4.843  0.587
99 H -4.189 -1.852 3.503  0.341
100 H 3.628 -2.143 -2.479  0.659
101 H -4.988 -2.502 0.069  0.056
102 H -4.681 -1.522 -1.368  0.121
103 H -1.044 -5.664 -0.810  0.341
104 H -5.806 -0.998 2.147  0.368
105 H 0.149 -4.381 -5.088  0.471
106 H 4.124 5.422 0.552  0.456
107 H -1.144 2.844 0.274  -0.214
108 H -3.704 -3.535 3.456  0.484
109 H 5.501 -3.288 -1.442  0.485
110 H 2.704 1.337 -0.790  -1.284
111 H -0.228 0.616 -4.288  -0.184
112 H -4.220 2.680 -2.641  0.543
113 H -3.015 0.253 3.038  1.142
114 H -0.156 2.217 -5.015  0.536
115 H 0.246 4.131 -3.748  0.380
116 H -3.669 -2.971 -3.208  0.195
117 H 1.300 4.121 -2.329  0.327
118 H 1.606 1.642 -2.621  -1.402
119 H 2.257 4.333 -0.563  0.112
120 H -2.040 -0.483 -5.311  0.262
121 H -3.982 -3.791 -1.669  0.530
122 H 3.334 0.292 -3.066  0.328
123 H -3.515 1.083 -2.840  0.040
124 H -2.341 -3.151 1.442  -0.825
125 H -1.196 -1.562 -6.408  0.430
126 H -1.344 -3.112 3.652  0.551
127 H 3.995 -1.764 5.882  0.409
128 H -1.533 -4.565 -4.700  0.349
129 H -3.566 1.849 -1.235  0.421
130 H 5.541 -1.603 -0.949  0.347
131 H -3.011 -4.581 -2.893  0.462
132 H -2.657 -2.093 -5.617  0.369
133 H 1.725 1.852 5.808  0.587
134 H 3.559 2.956 3.992  0.606
135 H -3.030 1.419 1.681  1.118
136 H -6.166 -1.310 -0.466  0.610

=====

C21H17F5N4O7SeW | ωB97M-V/def2-TZVPD

Output
2S+1: 3
LUMO level (spin up / spin down), eV: -1.01 / -1.52
Electronic energy, eV: -123104.310

Each line ends with the Mulliken spin population.
Element x y z (Å)
1 W 0.010 -0.514 -0.708  1.581
2 Se 1.733 1.322 -0.799  0.028
3 F 1.753 5.211 3.850  0.000
4 F 2.653 5.915 1.376  0.000
5 F 2.617 4.140 -0.623  0.002
6 F 0.833 2.691 4.273  0.000
7 F 0.834 0.901 2.321  0.015
8 O -2.562 -0.496 0.321  0.047
9 O -0.164 -1.223 1.200  0.099
10 O 0.811 -1.129 -2.448  -0.015
11 O -1.363 1.950 0.373  0.027
12 O 2.575 -1.882 -3.627  0.030
13 O 0.646 -2.313 2.987  0.027
14 O -1.287 -2.502 -1.079  0.015
15 N -1.990 1.498 -6.273  0.001
16 N -1.845 1.898 -3.828  0.010
17 N 1.703 -1.810 -0.274  -0.056
18 N -1.322 0.351 -2.032  0.008
19 C 3.922 -3.292 0.278  0.020
20 C -1.534 1.060 -2.952  0.055
21 C 2.175 3.750 0.576  0.009
22 C -2.661 1.777 0.898  0.012
23 C 2.538 -2.122 -1.257  0.031
24 C -2.772 0.376 1.426  0.004
25 C -2.681 -2.563 -0.733  0.007
26 C 1.901 -2.250 0.963  0.029
27 C 3.011 -3.004 1.287  -0.014
28 C -0.641 -3.773 -1.093  0.001
29 C 1.263 2.130 2.026  0.021
30 C -2.933 -1.836 0.561  0.009
31 C 1.272 3.047 3.064  0.001
32 C 2.004 -1.677 -2.593  0.013
33 C -1.247 3.183 -0.321  -0.002
34 C 3.677 -2.864 -1.023  -0.010
35 C 1.702 2.453 0.754  0.002
36 C 0.740 -1.917 1.854  -0.001
37 C 1.738 4.330 2.853  0.005
38 C -1.895 1.646 -5.132  0.000
39 C 2.197 4.683 1.596  0.000
40 H -2.009 3.259 -1.103  0.002
41 H -3.406 1.926 0.107  -0.002
42 H 4.808 -3.872 0.500  0.001
43 H -2.028 0.177 2.204  -0.002
44 H -2.350 -2.261 1.384  -0.002
45 H -0.479 -4.140 -0.076  -0.002
46 H -1.355 4.023 0.373  0.000
47 H 4.331 -3.098 -1.851  0.001
48 H -3.773 0.218 1.840  0.000
49 H -0.267 3.211 -0.788  -0.001
50 H 3.133 -3.354 2.303  0.000
51 H -2.986 -3.606 -0.646  -0.002
52 H -3.999 -1.894 0.809  -0.001
53 H -2.856 2.501 1.699  0.001
54 H 0.308 -3.659 -1.607  -0.002
55 H -3.235 -2.090 -1.544  -0.002
56 H -1.248 -4.487 -1.649  -0.001